No. 1
Molecular formula: C10H21ClSi
Method: DFT, ωB97M-V/def2-TZVPD

```
33
C10H21ClSi | the OMol25 dataset | ωB97M-V/def2-TZVPD
C -0.64745 0.72518 -2.50008
C -0.09961 1.05243 -1.34397
C -0.95702 -3.31824 1.44158
C 1.16705 -2.18131 0.39358
C -0.50591 -3.30148 -1.09294
C 1.70005 1.96300 1.38523
C -1.25256 2.89719 0.77581
C 1.41758 3.82543 -0.79410
C -1.09163 -1.16787 0.03011
C -0.33884 -2.46282 0.23096
Si 0.40674 2.31291 -0.05850
Cl -2.65476 -1.01651 -0.54924
H -0.37217 1.29863 -3.41841
H -1.30299 0.02439 -2.80303
H -0.13925 -3.15548 2.30380
H -1.02645 -4.37645 1.24581
H -1.95533 -2.88703 1.90922
H 1.79172 -3.09869 0.36752
H 1.54782 -1.64933 1.23353
H 1.37062 -1.66587 -0.51826
H 0.17412 -4.11973 -1.09270
H -0.35729 -2.74083 -2.00522
H -1.61887 -3.81375 -1.11004
H 1.42444 2.86701 2.06640
H 1.44246 1.16660 2.06672
H 2.68491 1.82948 0.90120
H -1.90303 3.30702 -0.03934
H -1.87260 2.21100 1.32814
H -0.81628 3.69707 1.42616
H 1.84799 4.42014 -0.00762
H 2.28925 3.48145 -1.42722
H 0.68126 4.41967 -1.25879
H -1.03397 -0.54322 0.91371
```

Results
* 2S+1: 1
* HOMO energy (alpha / beta): -7.821 / -7.906 eV
* Kohn-Sham gap (alpha / beta): 0.3013 / 0.3002 Eh
* energy above the lowest of the compared OMol25 structures with the same formula, charge and spin: 6.833 eV

No. 2
Molecular formula: C10H21F3IO5P2ReS
Method: DFT, ωB97M-V/def2-TZVPD

```
44
C10H21F3IO5P2ReS | the OMol25 dataset | ωB97M-V/def2-TZVPD
C 0.86850 -1.75840 -3.37096
C 0.08932 -1.33783 -2.12716
H 1.18583 -0.90009 -4.01691
H 0.10572 -2.39561 -3.88914
H 1.75467 -2.45009 -3.08096
O -0.46531 -0.13842 -1.89941
I -0.81904 -2.92113 -1.31597
Re 0.36884 0.78041 -0.01551
P 2.51875 -0.05397 -0.14805
C 3.75044 1.19576 0.39100
C 3.07077 -1.52497 0.78321
H 4.14729 -1.67275 0.59399
H 4.35491 -0.34604 -1.56776
H 2.53021 -2.41153 0.43443
H 3.03725 -1.48956 -2.01770
H 3.55994 1.53964 1.41660
H 2.92251 -1.38134 1.85996
C 3.27331 -0.45621 -1.74025
H 4.72702 0.70585 0.33290
H 2.92226 0.26350 -2.49300
H 3.72795 2.04740 -0.30251
P -3.08296 -0.00709 -0.14980
C -4.05813 1.45019 0.21383
C -3.30023 -0.61003 -1.79248
H -2.63459 -2.15049 0.76169
H -4.36886 -1.64741 0.89993
H -3.13201 -0.92659 2.04293
C -3.32478 -1.34502 1.04552
H -3.01306 -1.69270 -1.81846
H -4.39549 -0.48359 -1.92356
H -5.08218 1.21293 -0.07338
H -3.60000 2.27154 -0.37885
H -2.68519 -0.03546 -2.51070
H -3.94662 1.62694 1.29492
C 0.86510 2.46622 -0.43065
O 1.22408 3.47392 -0.77398
F -0.68918 2.60496 5.03348
C 0.09199 1.80445 4.26823
F 1.30632 2.36697 4.14133
F 0.22066 0.58759 4.82782
S -0.82326 1.61719 2.62228
O -2.00037 0.75753 2.86541
O 0.48001 0.73353 1.95197
O -1.68241 0.62979 0.05573
```

Results
* 2S+1: 4
* HOMO energy (alpha / beta): -19.891 / -19.342 eV
* Kohn-Sham gap (alpha / beta): 0.2956 / 0.1596 Eh
* energy above the lowest of the compared OMol25 structures with the same formula, charge and spin: 0.000 eV
* total charge: +3

No. 3
Molecular formula: C10H21HfINO3P2
Method: DFT, ωB97M-V/def2-TZVPD

```
39
C10H21HfINO3P2 | the OMol25 dataset | ωB97M-V/def2-TZVPD
C -0.00048 -0.04946 -6.73722
C 0.00595 0.65631 -5.39717
H 0.00320 0.71139 -7.53548
H -0.89566 -0.67714 -6.83062
H 0.88669 -0.68811 -6.83339
O 0.01706 1.84581 -5.21619
I -0.00629 -0.62224 -3.60425
Hf -0.00090 -0.10514 1.27770
P 2.48320 -0.14663 0.91386
C 3.38718 1.16556 1.80988
C 3.08049 -1.70407 1.66953
H 4.17023 -1.77970 1.55053
H 4.18416 -0.29678 -0.80002
H 2.58154 -2.54612 1.16538
H 2.58429 -0.91753 -1.35778
H 3.10159 1.15692 2.87683
H 2.80714 -1.72007 2.73631
C 3.09764 -0.13069 -0.78326
H 4.47691 1.00944 1.72397
H 2.86274 0.83881 -1.24913
H 3.12419 2.15499 1.39785
P -2.48579 -0.10035 0.91699
C -3.36409 1.22997 1.81177
C -3.10178 -0.07616 -0.77944
H -2.62963 -2.49721 1.17206
H -4.20230 -1.69987 1.56000
H -2.83548 -1.66496 2.74246
C -3.11101 -1.64504 1.67629
H -2.60207 -0.87199 -1.35355
H -4.19086 -0.22449 -0.79482
H -4.45666 1.09556 1.72523
H -3.08124 2.21377 1.39943
H -2.85153 0.88882 -1.24666
H -3.07945 1.21622 2.87891
C 0.01921 1.93202 1.88203
O 0.02979 2.96290 2.46465
O 0.00057 0.08812 5.52003
C -0.00316 -0.36380 4.42061
N -0.00538 -0.63904 3.22670
```

Results
* 2S+1: 1
* HOMO energy: -17.275 eV
* Kohn-Sham gap: 0.1166 Eh
* total charge: +3

No. 4
Molecular formula: C10H21Hg3NO10
Method: DFT, ωB97M-V/def2-TZVPD

```
45
C10H21Hg3NO10 | the OMol25 dataset | ωB97M-V/def2-TZVPD
Hg 0.23792 -1.21444 0.42491
Hg -3.11842 -2.84281 1.19067
Hg -2.51772 0.96567 2.00671
C -2.28693 -0.60390 -0.47607
O -1.52939 0.29052 -0.11988
O -1.74482 -1.76259 -0.49185
O -3.29399 -0.57808 0.24447
C -1.30249 -1.54060 2.85643
O -2.51070 -1.49708 2.96439
O -0.74626 -0.51198 2.57489
O -0.84063 -2.45531 2.18394
C -2.26380 2.73618 -2.63332
C -3.77928 2.65771 -2.20804
O -3.96084 2.20523 -0.83762
O -1.64640 1.43829 -2.61326
H -1.83364 3.32132 -1.82051
H -2.22748 3.36820 -3.52064
H -4.24939 2.07574 -3.00076
H -4.20942 3.65011 -2.34304
H -4.26579 1.30361 -0.71241
H -1.50805 1.36693 -1.66597
C 1.02430 -1.01461 -2.90032
O 1.08137 -0.46161 -1.58699
C 1.83575 0.75367 -1.65650
C 1.59345 1.36747 -0.28748
N 1.96779 0.54628 0.85630
C 3.15335 -0.22934 0.92011
C 3.16906 -1.12350 2.14579
O 2.14856 -2.02055 2.21774
C 1.82737 -2.56099 3.47189
H 0.06885 -0.72709 -3.33913
H 0.84775 -2.08976 -2.86918
H 1.94936 -0.89200 -3.46363
H 1.45011 1.38026 -2.46071
H 2.88460 0.55793 -1.87942
H 0.57251 1.74433 -0.34872
H 2.28251 2.21180 -0.26707
H 1.79429 0.95710 1.76252
H 4.02134 0.42364 1.01120
H 3.33782 -0.83466 0.03261
H 3.23088 -0.38804 2.94790
H 4.08920 -1.69096 2.28516
H 2.74562 -2.77078 4.02045
H 1.35926 -3.52366 3.26638
H 1.16251 -1.98758 4.11785
```

Results
* 2S+1: 1
* HOMO energy: -15.042 eV
* Kohn-Sham gap: 0.1613 Eh
* energy above the lowest of the compared OMol25 structures with the same formula, charge and spin: 0.000 eV
* total charge: +2

No. 5
Molecular formula: C10H21IIrNO2P2S
Method: DFT, ωB97M-V/def2-TZVPD

```
39
C10H21IIrNO2P2S | the OMol25 dataset | ωB97M-V/def2-TZVPD
C 0.92781 5.94676 -1.01464
C 1.40168 4.51876 -0.86219
H 1.83573 6.54283 -1.22033
H 0.45015 6.30494 -0.09136
H 0.22406 6.04127 -1.85414
O 2.52487 4.08020 -0.94408
I -0.10440 2.94085 -0.42637
Ir -0.15214 -0.85800 0.14887
P -0.56623 -1.17891 -2.05323
C 0.43345 -2.42262 -2.92754
C -2.28114 -1.62005 -2.45615
H -2.37132 -1.59949 -3.54619
H -0.51279 0.38048 -3.85694
H -2.95845 -0.88374 -2.01337
H -0.83274 1.17947 -2.27791
H 0.28626 -3.40458 -2.45072
H -2.51034 -2.62006 -2.07367
C -0.23225 0.42240 -2.80576
H 0.08198 -2.45297 -3.96777
H 0.82986 0.65229 -2.67372
H 1.49569 -2.13239 -2.88482
P 0.01523 -0.51614 2.38026
C 1.25140 -1.49041 3.29300
C 0.46440 1.22093 2.53004
H -2.31919 -0.15812 2.86401
H -1.33626 -0.42381 4.33701
H -1.80278 -1.81887 3.30473
C -1.52363 -0.76016 3.31301
H -0.27798 1.81459 1.97446
H 0.45777 1.49445 3.58382
H 1.17632 -1.20570 4.35126
H 2.25606 -1.26477 2.90034
H 1.44981 1.36430 2.07549
H 1.02647 -2.56207 3.17362
C 1.50671 -1.62747 0.04585
O 2.50893 -2.24863 0.00726
S -1.67012 -2.55462 0.60107
C -0.78258 -3.99562 0.70167
N -0.37028 -5.10532 0.81512
```

Results
* 2S+1: 5
* HOMO energy (alpha / beta): -13.113 / -15.576 eV
* Kohn-Sham gap (alpha / beta): 0.2071 / 0.1474 Eh
* total charge: +2

No. 6
Molecular formula: C10H21INO6S2
Method: DFT, ωB97M-V/def2-TZVPD

```
41
C10H21INO6S2 | the OMol25 dataset | ωB97M-V/def2-TZVPD
C -0.01613 5.60954 0.45500
S -1.54061 4.71691 0.77674
O -2.40729 5.71436 1.36648
O -1.99539 4.17570 -0.48681
N -1.20428 3.64501 1.88956
S -0.29761 2.35186 1.56739
O 1.02939 2.52324 2.13346
O -0.98749 1.16445 2.02077
C 0.00225 2.16157 -0.19114
C 1.02083 1.03359 -0.43715
C 0.53430 -0.22753 -1.14007
I -1.36009 -0.98451 -0.50161
H -0.00715 6.40736 1.19253
H 0.86080 4.98617 0.60989
H -0.05611 6.02992 -0.54583
H 0.41361 3.09413 -0.56866
H -0.92774 2.00180 -0.73089
H 1.51943 0.80016 0.50130
H 1.79482 1.43962 -1.09423
H 1.23799 -1.02265 -0.93529
H 0.47489 -0.11703 -2.21582
C 4.10865 -3.48407 -2.77801
C 3.10262 -2.58715 -3.46045
O 2.55705 -1.68650 -2.87166
C 2.80904 -2.87488 -4.91424
H 4.22710 -3.17463 -1.74270
H 3.76701 -4.51998 -2.80742
H 5.07237 -3.42095 -3.28639
H 2.41867 -3.88792 -5.02378
H 3.72254 -2.78821 -5.50521
H 2.07279 -2.16519 -5.28287
C -2.04869 -1.98301 3.08763
C -3.26354 -2.84465 2.87875
O -3.42040 -3.52440 1.88987
C -4.30323 -2.82182 3.97912
H -1.37878 -2.06897 2.23803
H -2.33864 -0.93527 3.18921
H -1.52643 -2.29479 3.99521
H -4.67684 -1.80596 4.11535
H -3.85992 -3.15698 4.91841
H -5.12979 -3.47832 3.71556
```

Results
* 2S+1: 1
* HOMO energy: -5.570 eV
* Kohn-Sham gap: 0.2849 Eh
* total charge: -1

no.,energy (Ha)
1,-1143.10761
2,-2525.11756
3,-1701.41260
4,-1660.10176
5,-2081.07506
6,-1993.94014